# 1
This record from OMol25 describes a structure of composition C22H35F6N6O5RhS4Si4Te. The level of theory is the ωB97M-V functional and the def2-TZVPD basis.

Each line ends with the Mulliken spin population.
Cartesian coordinates (Å):
1 Rh -1.343 -1.454 0.163  2.278
2 F -0.286 -5.618 -2.819  0.000
3 C 0.577 -4.718 -3.282  0.004
4 F 1.762 -4.928 -2.704  0.000
5 F 0.701 -4.866 -4.592  0.001
6 S 0.026 -3.010 -2.871  0.022
7 O -0.056 -3.011 -1.422  0.054
8 O 1.013 -2.168 -3.474  0.021
9 N -1.360 -2.918 -3.597  -0.001
10 S -2.741 -2.665 -2.899  0.006
11 O -3.753 -2.438 -3.872  0.007
12 O -2.664 -1.724 -1.791  0.043
13 C -3.258 -4.260 -2.112  0.001
14 F -3.319 -5.219 -3.025  0.000
15 F -2.428 -4.641 -1.142  -0.001
16 F -4.470 -4.094 -1.577  0.000
17 C 2.189 -2.340 0.645  -0.006
18 C 1.168 -3.104 1.408  0.008
19 N -0.118 -2.879 1.372  0.062
20 C -0.830 -3.777 2.140  0.021
21 C -0.063 -4.697 2.775  0.003
22 S 1.583 -4.429 2.404  0.012
23 C -2.287 -3.651 2.149  0.001
24 C -3.171 -4.255 2.980  0.001
25 S -4.759 -3.770 2.577  0.009
26 C -4.157 -2.783 1.311  -0.013
27 N -2.857 -2.824 1.206  0.058
28 C -5.064 -1.959 0.461  0.000
29 H 2.304 -2.781 -0.346  0.005
30 H 3.150 -2.349 1.156  -0.001
31 H 1.857 -1.310 0.517  0.015
32 H -0.382 -5.502 3.416  0.000
33 H -2.968 -4.926 3.797  0.000
34 H -5.853 -2.573 0.029  0.000
35 H -4.497 -1.506 -0.350  0.002
36 H -5.532 -1.177 1.061  0.000
37 C 0.517 4.310 -2.707  0.013
38 Si 0.439 4.128 -0.842  0.025
39 C -1.360 4.117 -0.293  -0.047
40 C 1.294 5.618 -0.080  0.006
41 Si 1.439 2.079 -0.203  0.019
42 Te -0.007 0.498 -1.519  0.962
43 Si 3.557 1.855 -1.230  0.044
44 C 3.349 1.506 -3.058  0.017
45 C 4.498 0.435 -0.439  0.000
46 C 4.535 3.442 -1.014  0.004
47 Si 1.434 1.934 2.140  -0.017
48 C 1.819 0.245 2.868  -0.010
49 C 2.820 3.102 2.651  0.000
50 C -0.186 2.517 2.878  -0.003
51 H 0.038 5.254 -2.983  0.001
52 H -0.003 3.508 -3.232  -0.002
53 H 1.546 4.339 -3.071  0.001
54 H -1.941 4.795 -0.923  0.001
55 H -1.462 4.448 0.742  0.000
56 H -1.815 3.128 -0.375  0.046
57 H 0.837 6.519 -0.500  0.002
58 H 2.362 5.653 -0.300  -0.001
59 H 1.169 5.662 1.003  0.000
60 H 2.846 0.553 -3.238  -0.003
61 H 4.333 1.462 -3.534  0.001
62 H 2.770 2.287 -3.554  -0.002
63 H 4.019 -0.517 -0.667  0.000
64 H 4.567 0.540 0.646  0.001
65 H 5.515 0.397 -0.839  0.000
66 H 4.057 4.273 -1.535  0.000
67 H 5.528 3.304 -1.450  0.001
68 H 4.662 3.726 0.032  0.000
69 H 2.718 -0.212 2.453  0.000
70 H 0.982 -0.448 2.748  -0.003
71 H 1.978 0.389 3.941  -0.001
72 H 3.797 2.709 2.357  0.001
73 H 2.818 3.204 3.740  0.000
74 H 2.718 4.099 2.221  0.000
75 H -1.043 1.988 2.461  0.003
76 H -0.337 3.587 2.734  0.000
77 H -0.173 2.321 3.954  0.000
78 O -1.958 -0.207 2.190  0.187
79 N -2.385 0.281 1.107  0.165
80 C -3.444 1.048 1.061  -0.050
81 C -3.828 1.560 -0.215  0.035
82 N -4.130 1.971 -1.246  -0.014
83 C -4.189 1.355 2.243  0.015
84 N -4.811 1.563 3.187  -0.008

## Properties
energy above the lowest of the compared OMol25 structures with the same formula, charge and spin: 0.0 kJ/mol
2S+1: 5
gap between HOMO and LUMO (spin up / spin down): 7.8 / 6.2 eV
E_HOMO (spin up / spin down): -0.2993 / -0.3139 Eh
M: 1048.66 g mol⁻¹

***

# 2
This record from OMol25 describes a structure of composition C22H35HfNO3P2S at a distorted geometry. The level of theory is the ωB97M-V functional and the def2-TZVPD basis.

Each line ends with the natural charge from an NBO analysis.
Cartesian coordinates (Å):
1 P 1.583 3.242 -1.619  0.820
2 P -1.758 -2.339 1.859  1.729
3 C 1.165 1.409 -1.336  -1.198
4 C -2.183 -0.936 0.803  -1.345
5 H 1.990 0.933 -1.912  0.246
6 H 0.197 1.178 -1.898  0.148
7 H -3.066 -0.368 1.137  0.301
8 H -2.417 -1.369 -0.155  0.237
9 C -0.295 -3.294 1.387  -1.001
10 H 0.031 -3.748 2.331  0.288
11 H 0.581 -2.712 1.090  0.282
12 H -0.439 -4.033 0.588  0.296
13 C -3.182 -3.376 2.362  -0.988
14 H -3.284 -4.301 1.771  0.299
15 H -4.166 -2.874 2.210  0.304
16 H -3.084 -3.649 3.428  0.293
17 C 2.913 3.036 -2.894  -0.938
18 H 3.582 3.922 -2.806  0.259
19 H 2.561 2.911 -3.931  0.228
20 H 3.496 2.151 -2.592  0.231
21 C -0.094 3.799 -2.267  -0.927
22 H -0.799 2.945 -2.318  0.193
23 H -0.038 4.300 -3.253  0.257
24 H -0.515 4.523 -1.525  0.253
25 Hf -0.079 0.139 0.035  2.283
26 C -0.964 -1.558 -2.125  -0.057
27 C 0.351 -1.447 -1.773  -0.352
28 C 1.367 -1.934 -2.824  -0.422
29 C 1.305 -1.215 -4.176  -0.466
30 C 0.861 0.215 -4.085  -0.155
31 C -0.371 0.715 -3.836  -0.223
32 C -1.607 -0.026 -4.078  -0.439
33 C -1.566 -1.454 -3.494  -0.466
34 C 0.992 1.894 1.114  -1.117
35 H -1.689 -2.051 -1.449  0.219
36 H 0.729 -1.717 -0.749  0.174
37 H 1.219 -3.026 -2.993  0.236
38 H 2.371 -1.848 -2.396  0.229
39 H 2.326 -1.247 -4.614  0.250
40 H 0.672 -1.818 -4.862  0.222
41 H 1.669 0.912 -4.387  0.226
42 H -0.474 1.775 -3.682  0.229
43 H -1.872 -0.120 -5.148  0.258
44 H -2.431 0.526 -3.629  0.216
45 H -2.616 -1.812 -3.451  0.240
46 H -1.042 -2.107 -4.214  0.250
47 H 1.109 1.734 2.205  0.174
48 H 0.588 2.926 1.056  0.251
49 H 2.026 1.994 0.735  0.234
50 O 0.798 -0.727 1.819  -0.715
51 C 0.281 -0.866 3.006  0.730
52 N -1.036 -1.345 3.183  -0.925
53 S -1.688 0.331 3.345  2.236
54 O -1.337 1.009 2.050  -0.874
55 O -3.055 0.148 3.716  -0.817
56 C -0.427 0.636 4.623  -0.264
57 C -0.345 1.581 5.642  -0.164
58 C 0.873 1.749 6.321  -0.134
59 C 2.011 1.035 5.863  -0.151
60 C 1.961 0.154 4.780  -0.163
61 C 0.679 -0.112 4.221  -0.072
62 H -1.197 2.196 5.921  0.267
63 H 0.979 2.429 7.186  0.268
64 H 2.974 1.234 6.343  0.257
65 H 2.872 -0.252 4.342  0.260

## Properties
energy above the lowest of the compared OMol25 structures with the same formula, charge and spin: 843.2 kJ/mol
total charge: +2
gap between HOMO and LUMO: 4.4 eV
E_HOMO: -0.4417 Eh
M: 634.03 g mol⁻¹

***

# 3
This record from OMol25 describes the molecule C22H35N3O5S. The level of theory is the ωB97M-V functional and the def2-TZVPD basis.

Each line ends with the natural charge from an NBO analysis.
Cartesian coordinates (Å):
1 C 7.036 -3.798 3.986  -0.715
2 C 5.889 -2.859 3.683  0.688
3 O 5.555 -1.957 4.412  -0.589
4 N 5.283 -3.157 2.489  -0.607
5 C 4.198 -2.536 1.874  0.163
6 C 3.783 -3.034 0.636  -0.239
7 C 2.712 -2.462 -0.021  -0.175
8 C 2.052 -1.395 0.557  -0.347
9 S 0.695 -0.640 -0.317  2.325
10 O -0.171 -0.012 0.643  -0.955
11 O 0.134 -1.607 -1.218  -0.948
12 N 1.505 0.531 -1.186  -0.873
13 C 1.384 0.546 -2.628  -0.218
14 C 0.224 1.403 -3.158  -0.228
15 C -1.101 0.944 -2.550  -0.424
16 C -2.256 1.812 -3.038  -0.387
17 C -2.019 3.275 -2.643  -0.306
18 C -1.999 3.410 -1.118  0.692
19 O -1.015 3.694 -0.466  -0.647
20 N -3.204 3.199 -0.549  -0.616
21 C -3.390 3.105 0.882  -0.225
22 C -4.141 1.836 1.272  -0.417
23 C -3.407 0.563 0.853  -0.066
24 O -4.178 -0.529 1.316  -0.546
25 C -3.569 -1.811 1.277  0.115
26 C -2.411 -1.946 2.269  -0.652
27 C -3.128 -2.226 -0.128  -0.650
28 C -0.714 3.758 -3.281  -0.389
29 C 0.471 2.886 -2.872  -0.417
30 C 2.449 -0.893 1.780  -0.182
31 C 3.522 -1.458 2.445  -0.196
32 H 6.677 -4.824 4.047  0.228
33 H 7.792 -3.735 3.206  0.228
34 H 7.482 -3.520 4.937  0.246
35 H 5.667 -3.937 1.973  0.396
36 H 4.303 -3.873 0.194  0.208
37 H 2.365 -2.838 -0.970  0.240
38 H 1.373 1.437 -0.761  0.413
39 H 2.333 0.902 -3.044  0.198
40 H 1.236 -0.496 -2.920  0.226
41 H 0.180 1.257 -4.245  0.201
42 H -1.044 1.004 -1.461  0.211
43 H -1.279 -0.101 -2.810  0.229
44 H -3.195 1.444 -2.620  0.204
45 H -2.330 1.747 -4.127  0.203
46 H -2.846 3.891 -3.018  0.220
47 H -3.998 2.966 -1.125  0.390
48 H -2.390 3.115 1.324  0.232
49 H -3.942 3.983 1.240  0.192
50 H -5.135 1.834 0.819  0.195
51 H -4.273 1.818 2.354  0.218
52 H -2.397 0.553 1.275  0.190
53 H -3.314 0.522 -0.242  0.156
54 H -4.393 -2.463 1.600  0.176
55 H -2.124 -2.991 2.351  0.209
56 H -2.718 -1.586 3.249  0.211
57 H -1.550 -1.376 1.932  0.225
58 H -2.218 -1.706 -0.419  0.222
59 H -2.928 -3.294 -0.144  0.213
60 H -3.915 -2.009 -0.848  0.208
61 H -0.520 4.787 -2.975  0.221
62 H -0.830 3.741 -4.368  0.199
63 H 0.637 3.035 -1.805  0.224
64 H 1.365 3.217 -3.405  0.205
65 H 1.902 -0.068 2.208  0.240
66 H 3.840 -1.078 3.401  0.254

## Properties
energy above the lowest of the compared OMol25 structures with the same formula, charge and spin: 42.3 kJ/mol
gap between HOMO and LUMO: 9.3 eV
E_HOMO: -0.3261 Eh
M: 453.60 g mol⁻¹

***

# 4
This record from OMol25 describes a structure of composition C22H35N8O2Ti at a distorted geometry. The level of theory is the ωB97M-V functional and the def2-TZVPD basis.

Each line ends with the natural charge from an NBO analysis.
Cartesian coordinates (Å):
1 Ti 0.197 -0.183 0.166  1.937
2 O -0.847 3.295 -0.226  -0.423
3 C -1.195 2.171 -0.453  0.670
4 N -1.062 1.122 0.486  -0.818
5 C -1.763 1.224 1.669  0.652
6 O -2.594 2.046 1.927  -0.433
7 C -1.367 0.105 2.603  0.094
8 C -1.938 -0.030 3.863  -0.160
9 C -1.486 -1.051 4.691  -0.091
10 C -0.488 -1.897 4.220  -0.197
11 C 0.012 -1.705 2.941  0.051
12 N -0.412 -0.723 2.138  -0.525
13 C -1.752 1.673 -1.740  0.037
14 C -2.491 2.519 -2.556  -0.153
15 C -3.041 1.996 -3.720  -0.105
16 C -2.792 0.666 -4.023  -0.191
17 C -2.015 -0.094 -3.156  0.046
18 N -1.503 0.378 -2.018  -0.493
19 H -2.708 0.664 4.170  0.285
20 H -1.895 -1.185 5.682  0.272
21 H -0.102 -2.695 4.834  0.271
22 H 0.782 -2.362 2.542  0.210
23 H -2.635 3.550 -2.273  0.273
24 H -3.628 2.619 -4.378  0.269
25 H -3.183 0.220 -4.924  0.267
26 H -1.798 -1.121 -3.415  0.204
27 N -1.235 -1.811 -0.190  -0.849
28 C -0.715 -2.838 -1.113  -0.241
29 C 0.692 -3.224 -0.661  -0.243
30 N 1.502 -2.012 -0.371  -0.692
31 C 2.365 -1.590 -1.503  -0.243
32 C 1.662 -0.556 -2.381  -0.246
33 N 1.314 0.620 -1.558  -0.855
34 H -2.072 -1.385 -0.606  0.437
35 H -1.559 -2.295 0.656  0.417
36 H -1.347 -3.736 -1.131  0.259
37 H -0.693 -2.434 -2.126  0.211
38 H 0.628 -3.840 0.242  0.231
39 H 1.162 -3.843 -1.434  0.246
40 H 2.146 -2.303 0.370  0.415
41 H 3.290 -1.156 -1.101  0.226
42 H 2.654 -2.444 -2.128  0.250
43 H 2.323 -0.288 -3.216  0.260
44 H 0.736 -0.968 -2.792  0.219
45 H 2.179 1.132 -1.339  0.420
46 H 0.777 1.274 -2.137  0.431
47 C 4.738 3.450 3.256  -0.630
48 C 3.694 2.423 3.678  -0.220
49 N 3.318 1.524 2.586  -0.328
50 C 4.384 0.631 2.137  -0.238
51 C 4.853 0.976 0.721  -0.619
52 C 2.127 1.518 2.009  0.577
53 C 1.173 2.630 2.296  -0.698
54 N 1.769 0.549 1.157  -0.914
55 H 4.880 4.158 4.067  0.262
56 H 4.419 3.999 2.373  0.218
57 H 5.702 2.991 3.058  0.223
58 H 2.811 2.922 4.069  0.227
59 H 4.098 1.790 4.475  0.232
60 H 4.058 -0.414 2.218  0.194
61 H 5.228 0.750 2.815  0.260
62 H 4.034 0.984 -0.003  0.169
63 H 5.603 0.260 0.397  0.251
64 H 5.313 1.960 0.718  0.251
65 H 1.708 3.563 2.461  0.272
66 H 0.585 2.426 3.193  0.261
67 H 0.488 2.799 1.464  0.261
68 H 2.515 -0.146 1.106  0.386

## Properties
energy above the lowest of the compared OMol25 structures with the same formula, charge and spin: 91.7 kJ/mol
total charge: +3
gap between HOMO and LUMO: 7.5 eV
E_HOMO: -0.6702 Eh
M: 491.44 g mol⁻¹

***

Question: Which of these has the lowest energy above the lowest of the compared OMol25 structures with the same formula, charge and spin?
Answer: C22H35F6N6O5RhS4Si4Te

***

Question: What is the M in the first record?
Answer: 1048.66 g mol⁻¹

***

Question: Among the records above, which one has the highest M?
Answer: C22H35F6N6O5RhS4Si4Te

***

Question: What is the M in the fourth record?
Answer: 491.44 g mol⁻¹